(1)
DFT (ωB97M-V/def2-TZVPD) results for the ion C20H20ClN2O with charge +1.

The relative energy (zero: lowest compared OMol25 entry of this formula, charge and spin) is 0.00 kJ/mol. The spin multiplicity is 1. Its SMILES is Clc1ccc(COc2cccc(C[NH2+]Cc3ccncc3)c2)cc1. As for the gap between HOMO and LUMO: 8.18 eV. Its net charge is +1.

Atoms and positions in Å:
Cl: 1.6248 -1.2941 7.6090
C: 1.3651 -1.7193 5.9576
C: 0.1344 -1.4711 5.3685
C: -0.0676 -1.8134 4.0448
C: 0.9511 -2.3930 3.2995
C: 0.7203 -2.7672 1.8557
O: -0.1668 -1.8919 1.1736
C: 0.1779 -0.6022 1.0035
C: 1.3912 -0.0236 1.3793
C: 1.6247 1.3153 1.1293
C: 0.6741 2.1034 0.5019
C: -0.5408 1.5405 0.1348
C: -1.6012 2.3519 -0.5607
N: -1.7925 1.8232 -1.9465
C: -0.6238 2.0606 -2.8417
C: -0.7753 1.2547 -4.1059
C: -0.6095 -0.1269 -4.0710
C: -0.7779 -0.8400 -5.2502
N: -1.0906 -0.2684 -6.3971
C: -1.2445 1.0397 -6.4342
C: -1.1037 1.8527 -5.3148
C: -0.7834 0.1972 0.3801
C: 2.1785 -2.6373 3.9030
C: 2.3887 -2.3075 5.2289
H: -0.6579 -1.0205 5.9444
H: -1.0275 -1.6300 3.5849
H: 0.2214 -3.7404 1.7983
H: 1.6735 -2.8370 1.3166
H: 2.1451 -0.6063 1.8810
H: 2.5644 1.7514 1.4286
H: 0.8695 3.1483 0.3190
H: -1.3147 3.4026 -0.6210
H: -2.5534 2.2731 -0.0310
H: -2.6347 2.2204 -2.3775
H: -1.9237 0.8037 -1.8693
H: -0.5597 3.1275 -3.0614
H: 0.2726 1.7529 -2.2965
H: -0.3336 -0.6343 -3.1577
H: -0.6552 -1.9134 -5.2759
H: -1.4937 1.4589 -7.3986
H: -1.2330 2.9209 -5.3935
H: -1.7289 -0.2638 0.1302
H: 2.9760 -3.0952 3.3359
H: 3.3405 -2.5021 5.6963



(2)
DFT (ωB97M-V/def2-TZVPD) results for a structure of composition C7H12Li3N2O9 at a distorted geometry.

The spin multiplicity is 1. As for the gap between HOMO and LUMO: 3.48 eV. Its net charge is -1.

Atoms and positions in Å:
Li: 1.0572 0.4626 -1.1161
Li: 1.8708 -2.3979 1.7368
Li: -0.0217 -0.4745 1.6418
C: -2.3349 2.5461 0.0292
C: -1.4836 1.5492 0.7468
C: -1.4572 1.7259 2.3855
O: -0.8293 0.9203 3.0943
C: -2.3403 2.7385 2.9474
C: -3.0627 3.6259 2.2177
C: -3.1217 3.4608 0.7168
O: -3.9258 4.0987 -0.0314
O: -3.7125 4.6216 2.8220
O: -0.7228 0.6915 0.2524
H: -2.4316 2.4738 -1.0440
H: -2.2527 2.9295 4.0068
O: 0.3993 -1.7801 2.9743
H: 0.6682 -2.4155 3.6660
O: 1.5577 -0.9446 0.3756
H: 1.6518 -1.3101 -0.5256
O: 4.0443 0.2781 0.6826
H: 3.6254 1.0298 1.1017
H: 3.3169 -0.2449 0.3457
O: 2.2867 -0.3213 -2.8361
H: 2.8439 -1.0536 -2.5725
H: 2.1366 -0.4585 -3.7714
C: -0.1826 -2.6249 -2.5538
O: -1.3199 -2.2246 -2.6040
N: 0.5577 -2.8533 -3.5898
N: 0.3552 -2.6594 -1.3556
H: 0.1721 -2.8059 -4.5221
H: 1.4740 -3.2426 -3.4198
H: 1.2862 -3.0414 -1.2693
H: -0.1045 -2.2990 -0.5316



(3)
DFT (ωB97M-V/def2-TZVPD) results for an isolated molecule of C5H7NS at a distorted geometry.

The relative energy (zero: lowest compared OMol25 entry of this formula, charge and spin) is 142.56 kJ/mol. The spin multiplicity is 1. Its SMILES is C=CN(C=C)C=S. As for the gap between HOMO and LUMO: 8.76 eV.

Atoms and positions in Å:
C: -1.6010 -0.3306 1.3806
C: -0.4041 -0.7810 0.9898
N: 0.2971 -0.3795 -0.1826
C: 0.9739 -1.3808 -0.8920
C: 0.7760 -2.6982 -0.7587
C: 0.4199 0.9220 -0.5906
S: -0.2029 2.2911 0.0189
H: -2.1646 0.3659 0.8030
H: -2.0274 -0.7046 2.2794
H: 0.1379 -1.5145 1.5805
H: 1.7105 -0.9969 -1.5833
H: 0.0460 -3.1327 -0.0797
H: 1.3896 -3.3752 -1.3311
H: 1.0878 0.9692 -1.4668



(4)
DFT (ωB97M-V/def2-TZVPD) results for a cluster of 2 separate species, C21H20F2O3 in total at a distorted geometry.

The relative energy (zero: lowest compared OMol25 entry of this formula, charge and spin) is 204.67 kJ/mol. The spin multiplicity is 1. As for the gap between HOMO and LUMO: 3.66 eV.

Atoms and positions in Å:
C: -4.0446 -3.6682 -2.0209
C: -3.0270 -2.6153 -1.6631
O: -1.7507 -3.2177 -1.3562
C: -0.7448 -2.2863 -1.2034
C: 0.5047 -2.9270 -0.8516
C: 1.6830 -2.7730 -1.6425
C: 2.6292 -3.9749 -1.5921
O: 1.9035 -1.7633 -2.3366
O: -0.9557 -1.0764 -1.2945
H: -4.9950 -3.1615 -2.1884
H: -3.8103 -4.1889 -2.9532
H: -4.2197 -4.3841 -1.2161
H: -2.9357 -1.9122 -2.5029
H: -3.3775 -2.0512 -0.7863
H: 0.3919 -3.8881 -0.3545
H: 2.0555 -4.9042 -1.4748
H: 3.2062 -4.0443 -2.5201
H: 3.3469 -3.9116 -0.7646
F: 4.0563 4.4268 0.3167
C: 3.8459 3.1948 -0.2493
C: 4.8346 2.6679 -1.0730
C: 4.5561 1.4239 -1.6633
C: 3.3765 0.7432 -1.3932
C: 2.3989 1.2396 -0.4849
C: 1.2143 0.5109 -0.0493
C: 0.3907 1.0653 0.9644
C: -0.9537 0.8726 1.2199
C: -1.7086 1.7499 2.0762
C: -1.2452 3.0394 2.4770
C: -2.0449 3.7745 3.3511
F: -1.6225 5.0435 3.6912
C: -3.2700 3.3168 3.8526
C: -3.7280 2.0556 3.4336
C: -2.9605 1.3032 2.5585
C: 2.6546 2.5445 0.0305
H: 5.7641 3.1995 -1.2540
H: 5.2861 0.9620 -2.3283
H: 3.1731 -0.2147 -1.8696
H: 0.9300 -0.3769 -0.6064
H: 0.9004 1.7366 1.6668
H: -1.4636 0.0332 0.7499
H: -0.2968 3.4381 2.1012
H: -3.8520 3.9462 4.5157
H: -4.6971 1.6899 3.7923
H: -3.3141 0.3251 2.2337
H: 1.9154 3.0367 0.6620



(5)
DFT (ωB97M-V/def2-TZVPD) results for a structure of composition C42H43AsIN5S3Tc at a distorted geometry.

The relative energy (zero: lowest compared OMol25 entry of this formula, charge and spin) is 56.44 kJ/mol. The spin multiplicity is 4. As for the gap between HOMO and LUMO (alpha / beta): 5.15 / 4.66 eV. Its net charge is +2.

Atoms and positions in Å:
Tc: -0.0066 -1.8706 -0.8815
I: -2.6620 -1.5916 -0.3014
C: -2.8726 -3.7280 -0.3657
C: -3.9837 -4.3275 0.1597
C: -4.1585 -5.7068 -0.0257
C: -3.2599 -6.4051 -0.7893
C: -2.1223 -5.7849 -1.3479
C: -1.2524 -6.4792 -2.2128
C: -0.1585 -5.8478 -2.7462
C: 0.1538 -4.5378 -2.3708
C: -0.6567 -3.7940 -1.5264
C: -1.8618 -4.4085 -1.0746
H: -4.7236 -3.7542 0.6985
H: -5.0223 -6.1906 0.4071
H: -3.4162 -7.4524 -0.9955
H: -1.4806 -7.5032 -2.4658
H: 0.4733 -6.3688 -3.4479
H: 1.0598 -4.0948 -2.7625
S: 0.4537 -2.4306 1.4456
C: 1.7967 -1.4204 1.7127
N: 2.7533 -1.7850 2.5582
C: 4.0356 -1.1158 2.5234
C: 3.8361 0.3781 2.3652
N: 2.9525 0.6485 1.2518
C: 3.2484 1.8434 0.4840
C: 3.1781 3.1065 1.3086
C: 4.3340 3.7493 1.7318
C: 4.2533 4.9443 2.4282
C: 3.0178 5.4965 2.7193
C: 1.8619 4.8498 2.3147
C: 1.9403 3.6585 1.6158
C: 1.9080 -0.1390 1.0116
S: 0.6599 0.3838 0.0038
C: 2.5854 -2.8570 3.5188
C: 2.0789 -2.2521 4.8107
C: 0.7165 -2.0602 5.0063
C: 0.2569 -1.5135 6.1911
C: 1.1544 -1.1342 7.1757
C: 2.5141 -1.2921 6.9698
C: 2.9766 -1.8416 5.7877
H: 4.6147 -1.5263 1.6832
H: 4.5753 -1.3160 3.4472
H: 4.7888 0.8754 2.1858
H: 3.4003 0.7999 3.2790
H: 2.5361 1.9044 -0.3413
H: 4.2572 1.7214 0.0755
H: 5.3045 3.3337 1.4992
H: 5.1570 5.4481 2.7342
H: 2.9583 6.4301 3.2568
H: 0.8982 5.2828 2.5340
H: 1.0385 3.1566 1.2926
H: 3.5504 -3.3430 3.6740
H: 1.8741 -3.5860 3.1242
H: 0.0156 -2.3579 4.2396
H: -0.8030 -1.3896 6.3497
H: 0.7928 -0.7251 8.1045
H: 3.2162 -0.9934 7.7312
H: 4.0388 -1.9730 5.6378
C: -4.2629 1.5800 -1.2717
As: -2.3415 1.6296 -1.6461
C: -2.4822 2.1016 -3.5530
C: -1.7758 3.4050 -0.8384
C: -2.7208 4.4771 -1.1887
C: -3.8561 4.7123 -0.4061
C: -4.7512 5.7062 -0.7481
C: -4.5317 6.4818 -1.8801
C: -3.3976 6.2717 -2.6540
C: -2.5091 5.2702 -2.3215
H: -4.7568 2.4982 -1.5807
H: -4.4468 1.4093 -0.2125
H: -4.6963 0.7479 -1.8253
H: -3.0928 2.9931 -3.6861
H: -2.9650 1.2785 -4.0778
H: -1.4994 2.2666 -3.9920
H: -0.7711 3.5936 -1.2235
H: -1.7262 3.2324 0.2378
H: -4.0210 4.1178 0.4820
H: -5.6212 5.8804 -0.1349
H: -5.2449 7.2402 -2.1627
H: -3.2082 6.8937 -3.5145
H: -1.6263 5.1060 -2.9234
S: 4.5904 -2.0995 -0.9519
C: 3.0239 -2.1648 -1.1211
N: 1.8429 -2.1788 -1.2168
C: -0.5527 -1.7253 -6.4247
N: -0.3000 -1.2463 -5.0919
C: 0.4607 -0.1691 -4.7569
C: 0.5189 -0.1408 -3.3961
N: -0.1868 -1.1982 -2.8995
C: -0.6750 -1.8355 -3.9537
H: -0.4557 -0.9129 -7.1409
H: -1.5550 -2.1414 -6.4934
H: 0.1670 -2.5052 -6.6843
H: 0.9097 0.4734 -5.4843
H: 1.0187 0.5585 -2.7561
H: -1.2774 -2.7208 -3.9005



(6)
DFT (ωB97M-V/def2-TZVPD) results for an isolated molecule of C21H29ClN4OS at a distorted geometry.

The relative energy (zero: lowest compared OMol25 entry of this formula, charge and spin) is 28.47 kJ/mol. The spin multiplicity is 1. Its SMILES is CCN1CCN(CCCN(Cc2ccco2)C(=S)Nc2ccc(Cl)cc2)CC1. As for the gap between HOMO and LUMO: 8.32 eV.

Atoms and positions in Å:
C: 2.4245 -4.3426 -1.6190
C: 1.6261 -4.0670 -0.3497
N: 0.4445 -3.2616 -0.6111
C: 0.7709 -1.8776 -0.9016
C: -0.4977 -1.1106 -1.2554
N: -1.4210 -1.1464 -0.1398
C: -2.5880 -0.3167 -0.3484
C: -3.2804 0.0632 0.9666
C: -2.2871 0.4160 2.0798
N: -1.2661 1.3465 1.6595
C: -1.6726 2.7153 1.3997
C: -2.0864 3.0136 -0.0091
C: -3.2965 3.3402 -0.5448
C: -3.0849 3.5291 -1.9337
C: -1.7628 3.3066 -2.1443
O: -1.1455 2.9989 -0.9871
C: 0.0419 0.9684 1.6284
S: 0.5973 -0.3297 2.4819
N: 0.8448 1.7555 0.8540
C: 2.2212 1.6960 0.6535
C: 3.1263 1.2616 1.6189
C: 4.4822 1.2629 1.3524
C: 4.9470 1.7091 0.1266
Cl: 6.6456 1.7110 -0.2030
C: 4.0623 2.1661 -0.8375
C: 2.7089 2.1594 -0.5700
C: -1.7494 -2.5269 0.1559
C: -0.4799 -3.2921 0.5087
H: 2.9351 -3.4508 -1.9721
H: 3.1734 -5.1056 -1.4217
H: 1.7582 -4.6969 -2.4010
H: 1.2800 -5.0216 0.0562
H: 2.2757 -3.5942 0.4080
H: 1.4553 -1.8391 -1.7503
H: 1.2553 -1.3940 -0.0356
H: -0.2398 -0.0691 -1.4701
H: -0.9443 -1.5546 -2.1640
H: -2.2531 0.5962 -0.8446
H: -3.3261 -0.7962 -1.0176
H: -3.9470 0.9043 0.7678
H: -3.8914 -0.7656 1.3256
H: -1.7707 -0.4904 2.3971
H: -2.8315 0.8282 2.9376
H: -0.8495 3.3831 1.6830
H: -2.5270 2.9344 2.0468
H: -4.2243 3.4407 -0.0200
H: -3.8189 3.7932 -2.6661
H: -1.1580 3.3315 -3.0286
H: 0.3655 2.2836 0.1344
H: 2.7728 0.9184 2.5759
H: 5.1781 0.9213 2.1021
H: 4.4309 2.5217 -1.7868
H: 2.0156 2.5164 -1.3189
H: -2.4346 -2.5584 1.0048
H: -2.2374 -3.0119 -0.7098
H: -0.7349 -4.3323 0.7265
H: -0.0324 -2.8406 1.4099



(7)
DFT (ωB97M-V/def2-TZVPD) results for a cluster of 15 separate species, C7H36O14 in total at a distorted geometry.

The relative energy (zero: lowest compared OMol25 entry of this formula, charge and spin) is 0.00 kJ/mol. The spin multiplicity is 2. As for the gap between HOMO and LUMO (alpha / beta): 2.57 / 8.96 eV. Its net charge is -1.

Atoms and positions in Å:
C: 0.5239 0.0635 -0.4551
C: -0.6200 1.4438 1.1994
C: 0.6342 1.1470 0.6094
C: 1.7809 1.8645 0.8478
C: 1.6719 2.9510 1.7776
C: 0.4525 3.2694 2.2933
C: -0.7160 2.5699 1.9711
H: -0.4545 -0.4028 -0.3573
H: 1.2024 -0.7687 -0.2776
H: 0.5978 0.5027 -1.4453
H: -1.4270 0.8003 0.8998
H: 2.7380 1.6894 0.3955
H: 2.6452 3.3293 2.0722
H: 0.3282 4.1196 2.9592
H: -1.7059 2.9291 2.1884
H: -3.5530 -0.3175 -0.3406
H: -4.0136 -0.4704 -1.8851
O: -4.1321 0.0079 -1.0346
H: -1.7772 -4.0395 0.0839
H: -1.1203 -3.6198 1.4487
O: -1.4607 -3.2914 0.6064
H: 1.0567 0.8627 4.8418
H: 1.1111 1.3169 3.3640
O: 1.5246 0.7342 4.0157
H: -3.1139 1.3094 -1.8254
H: -3.0066 2.8629 -1.9747
O: -2.5112 2.0473 -2.0683
H: 1.3268 -2.2616 2.7066
H: 1.4335 -0.6101 2.5532
O: 1.2595 -1.4775 2.1611
H: -0.1247 -2.2353 -1.0436
H: -0.1141 -2.6852 -2.5061
O: -0.5178 -2.0586 -1.9034
H: -1.7225 0.0931 3.3499
H: -0.6482 -0.5671 4.0998
O: -1.1650 0.2468 4.1248
H: 0.6457 2.8202 -3.4005
H: -0.5403 2.2776 -2.5283
O: 0.4132 2.2195 -2.6955
H: -3.4839 -1.6313 2.1149
H: -1.9245 -1.6538 1.8276
O: -2.6278 -1.2961 2.3910
H: 2.9134 -2.0908 0.3194
H: 4.4430 -1.8186 0.1402
O: 3.7054 -2.3869 -0.0973
H: 2.2564 1.5329 -2.0797
H: 3.3700 0.4069 -2.0458
O: 3.0718 1.2308 -1.6586
H: 0.5005 -1.2950 -3.3438
H: 1.3555 -0.9053 -4.4167
O: 0.4092 -0.8962 -4.2313
H: 3.0042 -2.0793 -1.9815
H: 2.2882 -2.8130 -3.2501
O: 2.3446 -2.0706 -2.6727
H: -2.2942 -1.4530 -2.1424
H: -3.0039 -1.9958 -3.5117
O: -3.0628 -1.8610 -2.5673



(8)
DFT (ωB97M-V/def2-TZVPD) results for a structure of composition C30H22BrMnN6O4 at a distorted geometry.

The relative energy (zero: lowest compared OMol25 entry of this formula, charge and spin) is 133.14 kJ/mol. The spin multiplicity is 4. As for the gap between HOMO and LUMO (alpha / beta): 4.61 / 4.41 eV. Its net charge is +1.

Atoms and positions in Å:
Mn: 1.2478 -0.4887 1.1351
O: 2.5270 3.6975 4.3846
C: 1.7161 4.3356 3.5440
C: 1.5640 5.7148 3.7015
C: 0.7244 6.4295 2.8774
C: -0.0072 5.7798 1.8845
C: 0.1400 4.4279 1.6969
C: 1.0349 3.6827 2.4860
C: 1.3018 2.3019 2.1968
O: 0.8276 1.7067 1.0117
N: 1.9710 1.5243 2.9810
N: 2.1430 0.2431 2.5919
C: 2.9528 -0.5349 3.3047
C: 3.0609 -1.8510 2.8035
C: 3.7444 -2.9038 3.4380
C: 3.7430 -4.1556 2.8725
C: 3.0538 -4.3454 1.6690
C: 2.3945 -3.2773 1.0985
N: 2.3938 -2.0424 1.6165
H: 2.5221 2.7367 4.1964
H: 2.1077 6.1960 4.4974
H: 0.6235 7.4944 3.0124
H: -0.6880 6.3389 1.2621
H: -0.4555 3.9249 0.9480
H: 3.4543 -0.1790 4.1936
H: 4.2380 -2.7076 4.3769
H: 4.2550 -4.9797 3.3448
H: 3.0194 -5.3147 1.1969
H: 1.8407 -3.4118 0.1774
Br: -6.5375 1.7849 -4.2295
C: -5.5100 0.2006 -4.1168
C: -5.3304 -0.4080 -2.8813
C: -4.5403 -1.5324 -2.7830
C: -3.9539 -2.0851 -3.9300
C: -4.2066 -1.5035 -5.1784
C: -4.9529 -0.3494 -5.2663
N: -3.2425 -3.2691 -3.9031
N: -2.5512 -3.6620 -2.9863
C: -2.0475 -3.0857 -1.8570
C: -2.5547 -3.4141 -0.5982
C: -2.0430 -2.8777 0.5690
C: -0.9449 -2.0081 0.5199
O: -0.3960 -1.4064 1.5218
C: -0.3123 -1.8044 -0.7489
N: 0.8490 -1.1010 -0.6785
C: 1.5278 -0.9157 -1.8014
C: 1.0825 -1.3866 -3.0356
C: -0.0995 -2.0873 -3.1213
C: -0.8378 -2.3265 -1.9487
H: -5.8162 -0.0064 -2.0061
H: -4.4178 -2.0177 -1.8281
H: -3.7841 -1.9461 -6.0672
H: -5.1293 0.1144 -6.2238
H: -3.4099 -4.0716 -0.5456
H: -2.4908 -3.1114 1.5211
H: 2.4735 -0.3889 -1.7235
H: 1.6826 -1.2132 -3.9125
H: -0.4362 -2.4703 -4.0719
C: 2.0513 3.3190 -0.4010
C: 1.0531 2.2117 -0.2515
O: 0.4790 1.6668 -1.1507
H: 2.6540 3.1095 -1.2836
H: 2.6965 3.4280 0.4658
H: 1.5454 4.2710 -0.5679



(9)
DFT (ωB97M-V/def2-TZVPD) results for an isolated molecule of C21H25ClN2O2 at a distorted geometry.

The relative energy (zero: lowest compared OMol25 entry of this formula, charge and spin) is 214.86 kJ/mol. The spin multiplicity is 1. Its SMILES is CC[C@H](C)/C(C)=N/NC(=O)c1ccc(COc2ccc(Cl)c(C)c2)cc1. As for the gap between HOMO and LUMO: 8.99 eV.

Atoms and positions in Å:
C: 4.0761 3.2673 -1.0098
C: 3.3889 2.6263 0.1896
C: 3.9576 1.2627 0.6322
C: 5.3677 1.3813 1.2074
C: 3.8528 0.2414 -0.4732
C: 4.9426 0.0905 -1.4990
N: 2.7904 -0.4564 -0.4458
N: 2.5361 -1.4071 -1.3668
C: 1.4359 -2.2172 -1.3504
O: 1.3598 -3.1287 -2.1531
C: 0.3873 -1.9438 -0.3356
C: 0.0284 -0.6620 0.0659
C: -0.9823 -0.4852 0.9919
C: -1.6540 -1.5771 1.5254
C: -2.7465 -1.3818 2.5491
O: -3.4064 -0.1374 2.4689
C: -4.1882 0.1234 1.3845
C: -4.8659 1.3425 1.4065
C: -5.6873 1.6977 0.3581
C: -5.8368 0.8401 -0.7196
Cl: -6.8760 1.3081 -2.0253
C: -5.1696 -0.3787 -0.7712
C: -5.3299 -1.2948 -1.9424
C: -4.3475 -0.7234 0.2941
C: -1.3050 -2.8577 1.1120
C: -0.2981 -3.0387 0.1859
H: 3.9590 2.6561 -1.9006
H: 5.1362 3.4209 -0.8254
H: 3.6290 4.2390 -1.2085
H: 2.3313 2.4884 -0.0441
H: 3.4538 3.3060 1.0421
H: 3.2970 0.9033 1.4288
H: 6.0641 1.8276 0.5034
H: 5.3446 2.0067 2.0968
H: 5.7439 0.4006 1.4891
H: 4.5291 0.1412 -2.5077
H: 5.6945 0.8630 -1.3962
H: 5.4290 -0.8800 -1.3826
H: 3.2270 -1.6426 -2.0802
H: 0.5327 0.1957 -0.3475
H: -1.2630 0.5103 1.3025
H: -3.4718 -2.2057 2.4927
H: -2.3053 -1.3864 3.5529
H: -4.7356 1.9938 2.2555
H: -6.2143 2.6388 0.3729
H: -6.3706 -1.6016 -2.0410
H: -4.7088 -2.1792 -1.8313
H: -5.0515 -0.7816 -2.8618
H: -3.8226 -1.6644 0.2463
H: -1.8291 -3.7130 1.5149
H: -0.0285 -4.0285 -0.1503